1.
# C4H4N4

A single C4H4N4 molecule (wB97M-V/def2-TZVPD, the OMol25 dataset).

Each line ends with the Löwdin charge.
Cartesian coordinates (Å):
C  -1.799  -0.659  -1.881  -0.032
C  0.219  0.717  -0.134  -0.486
C  0.802  -0.499  1.485  -0.129
C  1.521  0.844  1.697  -0.021
H  -2.168  -1.114  -0.687  0.154
H  -1.872  -1.395  -2.837  0.100
H  1.094  -1.395  2.055  0.096
H  2.423  1.240  2.260  0.121
N  -0.822  0.223  -1.900  -0.097
N  -0.489  1.129  -1.113  0.121
N  0.275  -0.629  0.290  0.104
N  0.815  1.537  0.766  0.069

**LUMO energy**: -1.268 eV
**SMILES**: C=NN=C1N=CC=N1
**ΔE to the lowest compared entry with this formula, charge and spin**: 505.6 kJ/mol
**Calculated total energy**: -10167.5980 eV



2.
# C4H4N4

A single C4H4N4 molecule (wB97M-V/def2-TZVPD, the OMol25 dataset).

Each line ends with the Löwdin charge.
Cartesian coordinates (Å):
C  0.155  1.222  0.665  -0.075
C  0.619  0.964  -0.805  -0.076
C  0.119  -0.455  -0.639  -0.247
C  -0.350  -0.205  0.665  -0.240
H  1.009  1.342  1.375  0.128
H  -0.578  2.023  0.821  0.117
H  0.050  1.539  -1.548  0.120
H  1.686  1.114  -0.995  0.116
N  -0.005  -1.600  -1.223  0.103
N  -0.660  -2.529  -0.453  -0.019
N  -1.104  -2.301  0.748  -0.023
N  -0.941  -1.114  1.387  0.095

**LUMO energy**: -0.391 eV
**SMILES**: C1Cc2nnnnc21
**ΔE to the lowest compared entry with this formula, charge and spin**: 361.0 kJ/mol
**Calculated total energy**: -10169.0959 eV



3.
# C4H4N4O

A single C4H4N4O molecule (wB97M-V/def2-TZVPD, the OMol25 dataset).

Each line ends with the Löwdin charge.
Cartesian coordinates (Å):
C  0.668  -0.344  0.030  -0.397
C  0.690  1.005  -0.187  -0.007
C  -0.481  1.774  -0.203  -0.160
C  -1.570  -0.995  0.010  -0.636
H  1.731  -1.878  -0.421  0.083
H  1.894  -1.453  0.997  0.103
H  1.641  1.524  -0.237  0.117
H  -0.247  2.829  -0.509  0.128
N  1.941  -1.001  0.062  0.058
N  -1.740  1.453  0.037  0.112
N  -1.971  0.147  0.716  0.227
N  -0.230  -1.285  0.166  0.222
O  -2.326  -1.777  -0.461  0.150

**LUMO energy**: -2.920 eV
**SMILES**: Nc1ccnnc(=O)n1
**ΔE to the lowest compared entry with this formula, charge and spin**: 472.9 kJ/mol
**Calculated total energy**: -12215.6089 eV